Below is 2 unconnected molecules or ions with the total composition C2H5NO3 in a non-equilibrium geometry, with properties calculated with wB97M-V/def2-TZVPD.

Geometry (Å):
C  -0.035  0.516  1.219
C  -1.024  0.999  0.219
N  1.266  -1.012  -1.073
O  -1.401  0.390  -0.749
O  2.296  -1.601  -1.196
O  0.201  -1.576  -1.724
H  -0.566  -0.984  -1.512
H  0.905  1.040  1.045
H  0.141  -0.551  1.124
H  -1.417  2.013  0.423
H  -0.367  0.764  2.225

Computed properties:
Energy above the lowest of the compared OMol25 structures with the same formula, charge and spin ... 338.0 kJ/mol
Gap between HOMO and LUMO ... 10.67 eV

Computed Löwdin charges, given in elementary charges: -0.06 -0.28 -0.13 0.03 0.02 0.00 0.06 0.09 0.07 0.12 0.08